DFT (ωB97M-V/def2-TZVPD) results for 4 unconnected molecules or ions with the total composition CH12N2O3 at a distorted geometry.

Each atom is followed by the atoms it is bonded to, with distances in Å.
Geometry (Å):
1 H -2.58369 1.04341 -0.41284  N5 0.959
2 H 2.36599 0.81783 3.16084  O13 0.903
3 H 1.23071 -0.04808 0.36457  N15 1.044
4 H 2.46539 -3.43755 -0.65385  O17 0.910
5 N -1.94992 0.90933 0.29496  H1 0.959, H12 1.066, C16 1.525
6 H -2.44288 0.64966 -2.68917  O18 1.006
7 H -0.38865 2.04193 -0.03064  C16 1.087
8 H -0.45413 0.64762 -1.13999  C16 1.126
9 H -0.23000 -0.51955 1.25154  N15 1.061
10 H 2.66314 -4.54965 -1.71543  O17 0.967
11 H -2.91441 1.45117 -3.78770  O18 0.950
12 H -2.04970 1.85691 0.77285  N5 1.066
13 O 2.57061 0.04109 3.57275  H2 0.903, H14 0.971
14 H 2.18398 0.10940 4.46074  O13 0.971
15 N 0.40998 0.26371 0.92955  H3 1.044, H9 1.061, C16 1.492
16 C -0.46683 0.95805 -0.05813  N5 1.525, H7 1.087, H8 1.126, N15 1.492
17 O 2.08762 -3.85470 -1.36905  H4 0.910, H10 0.967
18 O -2.49722 1.61940 -2.95102  H6 1.006, H11 0.950

- energy (eV) = -10352.801
- energy relative to the best compared isomer or geometry (same formula, charge and spin) (eV) = 1.961
- multiplicity = 1
- SMILES string = NCN.O.O.O
- orbital gap (eV) = 10.078
- lowest unoccupied orbital energy (eV) = 0.635